{"formula": "C32H28ClMoN4O2", "method": "ωB97M-V/def2-TZVPD", "elements": ["Mo", "O", "C", "C", "C", "C", "C", "C", "C", "N", "C", "C", "N", "C", "C", "C", "C", "C", "C", "C", "O", "H", "H", "H", "H", "H", "H", "H", "H", "H", "H", "H", "H", "H", "H", "N", "C", "C", "C", "C", "C", "C", "C", "C", "N", "C", "H", "H", "H", "H", "H", "H", "H", "H", "Cl", "C", "C", "C", "C", "C", "C", "C", "H", "H", "H", "H", "H", "H"], "coordinates": [[-0.175, 0.078, -0.326], [-0.467, -1.787, -0.986], [0.068, -2.626, -1.847], [-0.003, -4.008, -1.617], [0.562, -4.886, -2.516], [1.198, -4.428, -3.677], [1.253, -3.078, -3.922], [0.701, -2.166, -3.008], [0.715, -0.765, -3.282], [0.363, 0.177, -2.477], [0.479, 1.528, -3.039], [-0.574, 2.353, -2.364], [-0.355, 2.176, -0.929], [-0.490, 3.247, -0.226], [-0.345, 3.349, 1.191], [-0.569, 4.567, 1.847], [-0.422, 4.659, 3.211], [-0.028, 3.530, 3.935], [0.195, 2.323, 3.307], [0.017, 2.220, 1.926], [0.156, 1.042, 1.329], [-0.506, -4.361, -0.727], [0.506, -5.949, -2.324], [1.628, -5.131, -4.376], [1.721, -2.701, -4.824], [1.060, -0.480, -4.277], [0.355, 1.514, -4.122], [1.467, 1.934, -2.803], [-1.566, 1.977, -2.623], [-0.508, 3.404, -2.648], [-0.735, 4.173, -0.745], [-0.868, 5.431, 1.266], [-0.609, 5.593, 3.720], [0.097, 3.603, 5.008], [0.493, 1.446, 3.866], [-0.309, -1.391, 1.406], [0.821, -2.293, 1.450], [0.799, -3.442, 2.187], [1.922, -4.293, 2.234], [3.058, -3.973, 1.551], [3.107, -2.797, 0.768], [4.248, -2.423, 0.023], [4.218, -1.290, -0.736], [3.032, -0.541, -0.783], [1.952, -0.851, -0.106], [1.974, -1.958, 0.698], [-0.328, -0.807, 2.238], [-1.175, -1.920, 1.347], [-0.090, -3.700, 2.750], [1.875, -5.196, 2.828], [3.930, -4.612, 1.592], [5.134, -3.045, 0.064], [5.074, -0.972, -1.314], [2.966, 0.340, -1.411], [-4.482, 4.613, 2.979], [-3.930, 3.317, 1.966], [-3.962, 3.456, 0.589], [-3.484, 2.429, -0.210], [-2.969, 1.249, 0.333], [-2.362, 0.190, -0.525], [-2.997, 1.129, 1.724], [-3.464, 2.146, 2.541], [-4.361, 4.361, 0.149], [-3.526, 2.543, -1.288], [-2.674, 0.315, -1.565], [-2.712, -0.796, -0.207], [-2.634, 0.216, 2.187], [-3.464, 2.037, 3.617]], "atomic_forces_ev_per_a": [[0.1, -0.1, 0.2], [0.0, 0.2, 0.1], [0.1, -0.1, -0.1], [0.0, 0.0, 0.0], [0.0, 0.0, 0.0], [0.0, 0.0, 0.0], [0.0, 0.1, 0.0], [0.0, -0.1, 0.1], [0.0, 0.1, 0.0], [0.0, 0.0, -0.1], [0.0, 0.0, 0.0], [0.0, 0.0, 0.0], [0.0, 0.1, 0.0], [0.0, 0.0, 0.0], [0.0, -0.1, 0.1], [0.0, 0.0, 0.0], [0.0, 0.0, 0.0], [0.0, 0.0, 0.0], [0.0, -0.1, 0.0], [0.0, 0.2, 0.0], [-0.1, -0.2, -0.2], [0.0, 0.0, 0.0], [0.0, 0.0, 0.0], [0.0, 0.0, 0.0], [0.0, 0.0, 0.0], [0.0, 0.0, 0.0], [0.0, 0.0, 0.0], [0.0, 0.0, 0.0], [0.0, 0.0, 0.0], [0.0, 0.0, 0.0], [0.0, 0.0, 0.0], [0.0, 0.0, 0.0], [0.0, 0.0, 0.0], [0.0, 0.0, 0.0], [0.0, 0.0, 0.0], [0.0, 0.0, 0.1], [0.0, 0.0, 0.0], [0.0, 0.1, 0.0], [0.0, 0.0, 0.0], [0.0, 0.0, 0.0], [-0.1, 0.1, 0.0], [0.0, 0.0, 0.0], [0.1, 0.0, 0.0], [-0.1, 0.0, 0.0], [-0.1, 0.0, -0.1], [0.0, 0.0, 0.0], [0.0, -0.1, 0.0], [0.0, 0.0, 0.0], [0.0, 0.0, 0.0], [0.0, 0.0, 0.0], [0.0, 0.0, 0.0], [0.0, 0.0, 0.0], [0.0, 0.0, 0.0], [0.0, 0.0, 0.0], [0.0, 0.0, 0.0], [0.0, 0.0, 0.0], [0.0, 0.0, 0.0], [0.0, 0.0, 0.0], [0.0, 0.1, 0.0], [0.0, -0.1, 0.0], [0.0, 0.0, 0.0], [0.0, 0.0, 0.0], [0.0, 0.0, 0.0], [0.0, 0.0, 0.0], [0.0, 0.0, 0.0], [0.0, 0.0, 0.0], [0.0, 0.0, 0.0], [0.0, 0.0, 0.0]], "lowdin_charge": [1.718, -0.270, -0.319, 0.003, -0.053, -0.075, -0.026, -0.152, -0.071, -0.084, -0.184, -0.191, -0.094, -0.062, -0.148, -0.017, -0.064, -0.047, 0.002, -0.311, -0.270, 0.119, 0.113, 0.108, 0.118, 0.140, 0.127, 0.125, 0.113, 0.128, 0.142, 0.125, 0.112, 0.115, 0.120, 0.008, -0.213, 0.001, -0.046, -0.011, -0.135, 0.021, -0.022, -0.099, 0.023, -0.152, 0.107, 0.114, 0.126, 0.116, 0.123, 0.129, 0.115, 0.112, 0.674, -0.681, -0.101, -0.060, -0.312, -0.215, -0.059, -0.099, 0.109, 0.111, 0.054, 0.055, 0.107, 0.111], "charge": 1, "orbital_gap_ev": 6.8656, "largest_force_ev_per_a": 0.3}

=====

{"formula": "C5H9AgO5", "method": "ωB97M-V/def2-TZVPD", "elements": ["C", "C", "O", "Ag", "H", "H", "H", "H", "H", "C", "C", "O", "C", "O", "O", "O", "H", "H", "H", "H"], "coordinates": [[3.612, -0.930, -0.877], [2.273, -1.299, -0.289], [1.485, -0.122, -0.018], [2.381, 1.769, 0.010], [4.155, -1.852, -1.121], [3.498, -0.357, -1.808], [4.238, -0.373, -0.162], [2.399, -1.858, 0.648], [1.703, -1.925, -0.992], [0.114, -0.445, 0.446], [-0.696, 0.841, 0.358], [-1.830, 0.777, 1.181], [-2.991, 0.203, 0.643], [-2.938, -1.016, 0.393], [-3.877, 1.031, 0.396], [0.161, -0.889, 1.751], [-0.253, -1.205, -0.257], [-0.984, 1.017, -0.688], [-0.085, 1.677, 0.734], [0.217, -1.851, 1.794]], "atomic_forces_ev_per_a": [[0.3, 0.0, -0.1], [-0.4, -0.2, 0.1], [-1.8, -1.9, 0.0], [0.9, 2.0, 0.1], [-0.1, 0.1, 0.0], [0.0, -0.1, 0.3], [-0.3, -0.1, -0.3], [0.0, 0.1, -0.2], [0.1, 0.0, 0.1], [1.5, -0.4, -0.4], [0.7, 0.2, -0.5], [-2.0, -0.3, 0.3], [2.5, -0.4, -0.3], [-0.9, 1.7, 0.3], [-0.2, -0.9, 0.2], [-0.1, -0.1, 0.1], [-0.1, 0.0, 0.3], [0.2, 0.1, 0.2], [-0.2, -0.2, -0.2], [-0.1, 0.1, -0.1]], "mulliken_spin": [0.051, -0.059, -0.135, 1.200, 0.006, -0.012, -0.006, -0.001, 0.001, -0.090, 0.024, 0.149, -0.074, 0.388, 0.534, 0.004, 0.005, -0.021, 0.035, -0.001], "s_squared": 2.01, "spin_multiplicity": 3, "orbital_gap_ev": [6.0390, 5.9257], "largest_force_ev_per_a": 2.6}